[1]
Here is a cluster of 7 separate species, C41H38B2ClO26 in total from OMol25. Energies are from the ωB97M-V functional and the def2-TZVPD basis.

Output
E_LUMO, eV: -0.331
HOMO energy, eV: -5.25
HOMO-LUMO gap, eV: 4.915
Net charge: -1

Atoms and positions in Å:
C 3.8522 -2.9879 1.7552
C 3.2897 -1.6031 1.4284
O 2.0241 -1.4240 2.0505
B 0.8158 -1.5781 1.3275
O 0.6321 -0.5651 0.3678
B -0.2266 -2.8685 1.6665
C -1.4417 -3.2239 0.6023
Cl -0.9469 -4.6680 -0.4440
C -2.7784 -3.6062 1.2406
C -3.6102 -2.3920 1.6247
H 4.9269 -2.9505 1.9473
H 3.6776 -3.6976 0.9460
H 3.3419 -3.3706 2.6392
H 3.9593 -0.8210 1.8016
H 3.2236 -1.4892 0.3395
H 1.3430 0.0916 0.4140
H 0.4388 -3.8714 1.8912
H -0.7555 -2.5469 2.7450
H -1.6212 -2.4472 -0.1474
H -3.3517 -4.2497 0.5658
H -2.5686 -4.1749 2.1469
H -4.4733 -2.6919 2.2287
H -3.0139 -1.6963 2.2115
H -3.9911 -1.8650 0.7449
C -3.5587 1.8723 1.1385
C -2.2960 1.5823 0.7363
C -1.5096 2.5552 -0.1290
O -0.3681 2.2704 -0.4267
C -2.1553 3.7903 -0.5487
C -3.4050 4.0481 -0.1465
C -4.1805 3.0968 0.7392
O -5.3089 3.4630 1.0465
O -4.0881 5.1401 -0.4606
O -1.7068 0.4785 1.0780
H -4.1248 1.1906 1.7574
H -1.5912 4.4679 -1.1747
H -4.9591 5.0611 -0.0146
H -0.8028 0.3182 0.6926
C -6.6188 9.4438 0.3947
C -6.5025 10.7679 0.2146
C -5.5531 11.3740 -0.8025
O -5.5563 12.5921 -0.8754
C -4.7222 10.4990 -1.5916
C -4.8301 9.1713 -1.4106
C -5.8062 8.5669 -0.4168
O -5.8207 7.3516 -0.3842
O -4.1161 8.2703 -2.0513
O -7.1913 11.6755 0.8840
H -7.2971 9.0039 1.1118
H -4.0331 10.9406 -2.2972
H -4.3735 7.3903 -1.6954
H -6.9002 12.5437 0.5345
C 1.2656 -0.8288 7.8002
C 2.4638 -0.3505 7.4398
C 3.1661 -0.7762 6.1629
O 4.2502 -0.2417 5.9628
C 2.5338 -1.7385 5.3120
C 1.3279 -2.2304 5.6659
C 0.6166 -1.7930 6.9344
O -0.4709 -2.2918 7.1600
O 0.6671 -3.1057 4.9532
O 3.1621 0.5324 8.1369
H 0.7600 -0.5276 8.7067
H 3.0200 -2.0246 4.3918
H -0.2026 -3.2475 5.3730
H 3.9750 0.6831 7.6063
C 5.6753 0.4452 -2.8551
C 5.2749 0.7655 -1.6133
C 3.9728 1.4946 -1.3427
O 3.7150 1.7009 -0.1693
C 3.1510 1.8877 -2.4610
C 3.5608 1.5863 -3.7030
C 4.8427 0.8188 -3.9694
O 5.0908 0.5442 -5.1353
O 2.8910 1.8961 -4.8005
O 5.9508 0.4685 -0.5229
H 6.5914 -0.0921 -3.0539
H 2.2243 2.4024 -2.2576
H 3.4541 1.6259 -5.5568
H 5.4256 0.8089 0.2335
C -2.1807 -8.8135 4.8746
C -2.1784 -7.4986 4.6006
C -1.3182 -6.9009 3.5039
O -1.3980 -5.7021 3.3457
C -0.4664 -7.7786 2.7222
C -0.4732 -9.0877 3.0010
C -1.3352 -9.6841 4.0915
O -1.2618 -10.8950 4.2434
O 0.2586 -9.9971 2.3645
O -2.9059 -6.5973 5.2318
H -2.7896 -9.2507 5.6531
H 0.1346 -7.3318 1.9417
H 0.0341 -10.8530 2.7815
H -2.7041 -5.7413 4.7919
C 2.7669 1.3216 -9.7474
C 2.6017 0.4742 -10.7743
C 3.1628 -0.9360 -10.7667
O 2.9319 -1.6044 -11.7612
C 3.9180 -1.3803 -9.6232
C 4.0912 -0.5359 -8.5902
C 3.5059 0.8666 -8.5941
O 3.7182 1.5238 -7.5921
O 4.7723 -0.8356 -7.5056
O 1.9440 0.7631 -11.8821
H 2.3662 2.3251 -9.7414
H 4.3249 -2.3812 -9.6332
H 4.7727 -0.0632 -6.8963
H 1.9826 -0.0466 -12.4341

[2]
Here is a structure of composition C40H68HgN2O4PS2 from OMol25. Energies are from the ωB97M-V functional and the def2-TZVPD basis.

Output
Energy above the lowest of the compared OMol25 structures with the same formula, charge and spin, eV: 0.0647
E_LUMO (alpha / beta), eV: 3.869 / 3.867
HOMO energy (alpha / beta), eV: -1.48 / -1.97
2S+1: 2
HOMO-LUMO gap (alpha / beta), eV: 5.346 / 5.842
<S²>: 0.7540
Net charge: -2

Atoms and positions in Å:
Hg 0.8536 -0.6669 0.6680
C 3.5740 1.5139 -0.4553
N 3.0014 0.3396 -1.0826
C 4.0163 -0.6646 -1.3330
C 2.2888 0.6488 -2.3133
C 0.9460 1.3404 -2.1071
N -0.1170 0.4962 -1.5514
C -0.6400 -0.5116 -2.4963
C 0.2587 -1.6216 -2.9675
C 0.5256 -1.7818 -4.3139
C 1.2589 -2.8610 -4.8030
C 1.6784 -3.8050 -3.8657
C 1.4109 -3.7187 -2.5034
C 0.6745 -2.5976 -2.0142
O 0.3656 -2.4639 -0.7671
C 1.8351 -4.8250 -1.5319
C 2.7652 -4.2503 -0.4531
C 2.5840 -5.9594 -2.2359
C 0.5982 -5.4377 -0.8544
C 1.4764 -3.0227 -6.3067
C 2.1259 -1.7608 -6.8922
C 2.3800 -4.2116 -6.6385
C 0.1222 -3.2480 -6.9970
C -1.2632 1.3396 -1.2067
C -1.2032 2.3634 -0.0769
C -2.3285 3.1740 -0.0154
C -2.5316 4.1288 0.9709
C -1.5200 4.2599 1.9204
C -0.3679 3.4862 1.9140
C -0.1777 2.4925 0.8993
O 0.8984 1.7667 0.8730
C 0.7038 3.6709 2.9949
C 0.8981 2.3580 3.7674
C 0.3287 4.7522 4.0119
C 2.0369 4.0913 2.3562
C -3.8111 4.9633 0.9854
C -3.8808 5.8273 -0.2822
C -3.8824 5.8898 2.2000
C -5.0381 4.0402 1.0275
H 4.2754 2.0308 -1.1382
H 2.7844 2.1930 -0.1461
H 4.1200 1.2146 0.4410
H 4.7911 -0.3037 -2.0359
H 4.5031 -0.9406 -0.3961
H 3.5530 -1.5563 -1.7556
H 2.9112 1.2803 -2.9782
H 2.1365 -0.2927 -2.8278
H 1.0725 2.1589 -1.4000
H 0.6214 1.7750 -3.0716
H -1.4814 -0.9912 -1.9885
H -1.0439 0.0201 -3.3791
H 0.1608 -1.0171 -4.9964
H 2.2354 -4.6615 -4.2185
H 3.6743 -3.8443 -0.9052
H 2.2590 -3.4615 0.1017
H 3.0546 -5.0351 0.2528
H 3.5048 -5.6110 -2.7126
H 2.8556 -6.7158 -1.4955
H 1.9634 -6.4422 -2.9953
H 0.0572 -4.6938 -0.2748
H -0.0801 -5.8499 -1.6072
H 0.9036 -6.2491 -0.1867
H 3.0907 -1.5728 -6.4161
H 2.2854 -1.8727 -7.9697
H 1.5001 -0.8818 -6.7343
H 3.3525 -4.1208 -6.1501
H 1.9298 -5.1559 -6.3271
H 2.5443 -4.2576 -7.7188
H -0.5453 -2.4014 -6.8293
H 0.2498 -3.3780 -8.0772
H -0.3638 -4.1384 -6.5936
H -1.5694 1.8860 -2.1217
H -2.0896 0.6607 -0.9817
H -3.0852 3.0321 -0.7854
H -1.6419 4.9906 2.7062
H -0.0415 2.0470 4.2282
H 1.2333 1.5657 3.1008
H 1.6407 2.4922 4.5616
H -0.5852 4.5003 4.5555
H 1.1361 4.8426 4.7436
H 0.1933 5.7283 3.5386
H 2.3487 3.3540 1.6211
H 1.9328 5.0626 1.8631
H 2.8101 4.1775 3.1270
H -3.0119 6.4862 -0.3422
H -3.8889 5.2037 -1.1777
H -4.7866 6.4430 -0.2854
H -3.0664 6.6158 2.2006
H -4.8259 6.4425 2.1843
H -3.8369 5.3241 3.1326
H -5.0793 3.3922 0.1514
H -5.0031 3.3995 1.9105
H -5.9615 4.6279 1.0586
C -3.3366 -0.7708 1.8191
C -2.5606 -0.4166 3.0750
C -3.0284 0.9193 3.6301
O -2.7657 -1.3681 4.1205
P -2.1320 -2.8708 4.2250
S -3.5906 -4.0981 4.7120
S -1.0013 -3.2428 2.6534
O -1.2630 -2.7302 5.5983
C -0.1343 -1.9160 5.9150
C 1.0533 -2.0546 4.9762
C -0.5458 -0.4597 6.0873
H -3.2533 0.0545 1.1076
H -4.3892 -0.9230 2.0717
H -2.9495 -1.6801 1.3622
H -1.4898 -0.3656 2.8392
H -4.0986 0.8693 3.8475
H -2.8462 1.7130 2.9023
H -2.5059 1.1607 4.5567
H 0.1725 -2.3034 6.8929
H 0.8613 -1.5923 4.0087
H 1.2817 -3.1033 4.7907
H 1.9193 -1.5686 5.4368
H -0.6527 0.0284 5.1188
H 0.2143 0.0811 6.6583
H -1.5000 -0.3995 6.6109

[3]
Here is a structure of composition C19H22N3O3PdSe2 at a distorted geometry from OMol25. Energies are from the ωB97M-V functional and the def2-TZVPD basis.

Output
Energy above the lowest of the compared OMol25 structures with the same formula, charge and spin, eV: 0.0000
E_LUMO (alpha / beta), eV: -5.307 / -5.309
HOMO energy (alpha / beta), eV: -10.80 / -10.80
HOMO-LUMO gap (alpha / beta), eV: 5.492 / 5.492
Net charge: +1

Atoms and positions in Å:
Pd -0.2723 -0.0930 1.0668
C 3.9851 -0.9734 1.9471
C 2.5053 -0.7885 1.8911
N 1.8970 -0.1180 0.9758
N 2.5844 0.5171 0.0148
C 1.9037 0.6568 -1.1226
O 0.7883 0.0656 -1.3266
C 2.4912 1.5365 -2.1609
C 3.7230 2.1591 -1.9745
C 4.2322 2.9867 -2.9605
C 3.5159 3.1980 -4.1315
C 2.2911 2.5748 -4.3219
C 1.7805 1.7403 -3.3407
C 1.6231 -1.4398 2.8620
C 2.0983 -2.1322 3.9684
C 1.2049 -2.8122 4.7764
C -0.1440 -2.7983 4.4535
C -0.5507 -2.0722 3.3522
N 0.3067 -1.4007 2.5782
H 4.4501 -0.5077 1.0852
H 4.2406 -2.0338 1.9663
H 4.3839 -0.5143 2.8544
H 4.2704 1.9907 -1.0580
H 5.1899 3.4689 -2.8183
H 3.9172 3.8453 -4.8999
H 1.7391 2.7313 -5.2389
H 0.8409 1.2240 -3.4858
H 3.1558 -2.1427 4.1855
H 1.5596 -3.3556 5.6413
H -0.8743 -3.3345 5.0411
H -1.5927 -2.0272 3.0677
O -4.6883 -0.3696 -2.4902
C -4.9026 -0.0144 -1.1334
C -3.5304 0.0479 -0.4435
C -2.8174 -1.2905 -0.7081
O -2.0939 -1.2816 -1.9141
C -3.7634 0.2836 1.0470
Se -2.1725 0.9432 1.9813
C -2.7962 1.2557 -0.9927
Se -0.9629 1.5028 -0.3704
H -5.5296 -0.4032 -2.9563
H -5.5177 -0.7652 -0.6256
H -5.4099 0.9542 -1.0591
H -3.5768 -2.0813 -0.6989
H -2.0882 -1.5474 0.0685
H -2.7369 -1.2479 -2.6347
H -4.0665 -0.6325 1.5562
H -4.5374 1.0355 1.2058
H -3.2703 2.1728 -0.6375
H -2.7829 1.2869 -2.0822

Asked for calculated total energy across the records above, the calculation gives -110244.731; -88893.036; -164837.963 eV in order.